(1)
Density functional theory data (wB97M-V/def2-TZVPD) for a cluster of 7 separate species, C40H79N6O2PSSi in total in a non-equilibrium geometry.

XYZ file:
```
130
Properties=species:S:1:pos:R:3:lowdin_charge:R:1
S -4.41936 -3.50935 5.68827 -0.031
P -2.49969 -3.44658 5.18852 0.130
Si -2.02878 -1.51884 4.14901 0.494
O 2.01501 4.31794 -5.04630 -0.247
O -3.10769 0.19484 6.19549 -0.272
N -1.34861 1.84691 -7.79553 0.105
N -0.47112 3.05412 7.94580 0.135
N -5.49367 -2.09576 -4.04249 0.135
N 3.90229 -3.83970 2.60541 0.121
N 5.04107 -0.59083 -4.36558 0.131
N -4.96368 1.92553 -2.23448 0.116
C 2.43138 -0.60577 1.48587 -0.207
C -6.01804 1.29055 -1.96002 -0.142
C 1.88478 -6.33532 4.23350 -0.274
C 4.48698 0.28123 -0.14118 -0.211
C -2.72525 1.36198 7.05733 -0.295
C -1.88884 0.69196 -4.43050 -0.269
C -3.37373 0.66684 -4.77842 -0.135
C -7.48668 -4.36352 -6.00065 -0.276
C -1.88964 -0.06447 5.41231 -0.367
C -8.41411 -4.44216 -4.79223 -0.114
C -1.26292 1.87100 -6.53764 -0.191
C -6.00674 -4.33222 -5.61387 -0.186
C 3.87602 0.22609 1.38024 -0.227
C -5.96445 -1.58736 -1.11432 -0.134
C -1.15959 1.90018 -5.02143 -0.199
C -7.28900 0.52522 -1.62929 -0.191
C 6.60545 -2.77867 -3.65825 -0.191
C 1.23459 4.16029 -6.29515 -0.119
C -5.72637 -3.10984 -4.75504 -0.106
C -6.98120 -0.57009 -0.60639 -0.273
C 5.43911 2.02139 -1.95342 -0.221
C 4.24386 2.47661 -3.01940 -0.210
C 2.90152 -7.35258 3.72556 -0.114
C 7.99572 -2.30346 -3.23149 -0.277
C 4.90192 1.87897 -0.40677 -0.225
C 4.89046 3.43559 -4.18221 -0.205
C 1.68710 0.00912 2.84152 -0.224
C 8.73584 -1.56279 -4.34064 -0.115
C 4.32690 5.00515 -4.11783 -0.170
C -3.74333 1.55214 8.35177 -0.099
C 2.84793 -4.47468 2.87987 -0.165
C -1.35367 6.23863 6.02834 -0.113
C -0.32370 4.30002 8.07317 -0.120
C -1.29175 6.53229 7.52384 -0.277
C 0.93323 -1.13047 3.75098 -0.259
C 5.75047 -1.58284 -4.04482 -0.143
C 1.57697 -5.24000 3.21060 -0.195
C -0.14588 5.80175 8.22674 -0.190
C -0.45582 -1.63447 3.04072 -0.341
C 3.16729 5.20663 -5.27317 -0.251
H 3.91942 2.51586 -0.19038 0.107
H -7.66977 -5.22961 -6.64624 0.110
H -7.73806 -3.46859 -6.58297 0.114
H 3.87072 -6.88730 3.51982 0.071
H 1.60113 -2.09928 3.94455 0.099
H 8.21096 -0.64896 -4.63659 0.070
H -5.73574 -5.23486 -5.05562 0.117
H -3.87561 1.57377 -4.42229 0.044
H 0.83424 -4.54514 3.61632 0.081
H -1.59566 2.83316 -4.64827 0.122
H 4.58777 -0.24998 2.17811 0.116
H 1.80174 4.52470 -7.26016 0.098
H 4.77135 2.99884 -5.28460 0.120
H 3.70120 1.51798 -3.46082 0.092
H -2.31404 -4.57814 4.27793 -0.056
H -3.53465 0.58502 -5.85804 0.068
H -2.72247 2.29964 6.33055 0.122
H 9.73360 -1.26780 -4.00040 0.073
H 0.81835 6.09624 7.79850 0.117
H -0.41716 6.52094 5.53389 0.079
H 3.42645 3.01608 -2.34897 0.103
H -1.68562 -3.65144 6.36819 -0.051
H 3.59341 1.34650 1.67333 0.104
H -1.17113 7.61148 7.66950 0.110
H 1.16881 -5.67512 2.29194 0.121
H 3.71650 5.01733 -6.31459 0.127
H 0.77619 -0.64244 4.82826 0.097
H -1.49850 0.88794 4.82814 0.116
H -3.16992 -1.32289 3.21799 -0.013
H -5.38415 -4.28978 -6.51369 0.115
H 0.94270 0.85214 2.46008 0.123
H 5.76711 0.92452 -2.29011 0.080
H -7.69716 0.09010 -2.54795 0.113
H -5.79745 -2.36548 -0.36270 0.073
H -1.54120 5.17823 5.83201 0.064
H -1.77932 0.70561 -3.34045 0.109
H 6.05783 3.52452 -4.00093 0.096
H 6.12242 -3.31462 -2.83452 0.113
H 2.85907 6.33769 -5.27047 0.123
H -2.24840 6.25038 7.98050 0.112
H -7.90971 -1.09263 -0.35101 0.108
H -2.16818 6.80334 5.56362 0.075
H 5.24743 5.73071 -4.31468 0.118
H -8.20131 -5.33390 -4.19162 0.079
H -6.60028 -0.11929 0.31821 0.111
H 3.06852 -8.13070 4.47719 0.075
H -4.83493 1.57886 7.90937 0.083
H -0.30846 -2.78669 2.77050 0.061
H 8.85118 -2.19713 -5.22694 0.077
H -8.03173 1.22009 -1.22357 0.110
H 6.38105 2.72121 -1.99930 0.101
H 0.91478 3.04027 -6.50956 0.073
H 8.59143 -3.16996 -2.92374 0.109
H -0.13601 6.05547 9.29193 0.114
H 7.91191 -1.64374 -2.35917 0.108
H -6.31758 -2.07014 -2.03272 0.021
H 0.23926 4.81221 -6.22373 0.111
H -8.31579 -3.56181 -4.14922 0.065
H -9.45828 -4.49126 -5.11718 0.074
H -1.42477 -0.23486 -4.78946 0.111
H 5.73024 2.23626 0.36741 0.118
H -3.58293 0.58955 9.02776 0.092
H 2.54673 0.48792 3.51717 0.113
H 5.50667 -0.31799 -0.19239 0.110
H -1.02192 -0.36985 6.17329 0.103
H -0.10352 1.87965 -4.73266 0.106
H -4.99526 -1.12207 -1.32007 0.066
H 2.26569 -5.88451 5.15810 0.114
H -1.64169 1.22689 7.52866 0.076
H -3.44843 2.55424 8.90429 0.076
H 2.57113 -1.76736 1.51526 0.083
H 6.67735 -3.46140 -4.51181 0.115
H 3.68348 -0.11273 -0.89750 0.113
H 3.81787 5.17700 -3.07759 0.110
H 1.75414 -0.30557 0.55167 0.111
H 2.54839 -7.83536 2.80717 0.078
H 0.95626 -6.85785 4.48888 0.110
H -3.85872 -0.19662 -4.31203 0.031
H -0.65157 -1.08867 2.00028 0.098
```

Kohn-Sham gap ... 8.37 eV
LUMO level ... 0.408 eV
SMILES string ... CCOC[Si@@H](CCCCCCCCCCCCOC)[PH2]=S.CCCC#N.CCCC#N.CCCC#N.CCCC#N.CCCC#N.CCCC#N

---

(2)
Density functional theory data (wB97M-V/def2-TZVPD) for a structure of composition C2H2HgLiO2 in a non-equilibrium geometry.

XYZ file:
```
8
Properties=species:S:1:pos:R:3:lowdin_charge:R:1
Hg -1.08757 0.51016 2.20520 0.875
O -1.96794 -1.21646 1.19287 -0.609
O 0.52701 0.28641 0.75913 -0.374
C -0.98958 -1.52583 0.30525 -0.412
C 0.18320 -0.84076 0.15857 -0.421
Li -3.37131 -2.13654 1.65808 0.756
H -1.08939 -2.47779 -0.24521 0.080
H 0.62477 -1.06692 -0.84839 0.106
```

Energy above the lowest of the compared OMol25 structures with the same formula, charge and spin ... 14.8 kcal per mole
Kohn-Sham gap (spin up / spin down) ... 5.18 / 4.94 eV
LUMO level (spin up / spin down) ... -1.305 / -1.467 eV
Multiplicity ... 2
⟨S²⟩ ... 0.757

---

(3)
Density functional theory data (wB97M-V/def2-TZVPD) for a structure of composition C22H26CrN5O4S in a non-equilibrium geometry.

XYZ file:
```
59
Properties=species:S:1:pos:R:3:lowdin_charge:R:1
Cr -0.72232 -0.77518 -0.54830 0.710
S -1.56330 -3.02229 -0.87973 0.807
O -2.84275 -0.14222 -0.57496 -0.313
O -1.16270 -0.50647 -2.65028 -0.324
O 2.53700 -2.87041 -0.16044 0.163
O 3.08176 -0.23475 -1.67884 0.176
N 0.21094 -4.98130 -1.01169 0.143
N -0.04922 1.12933 -0.80444 0.018
N -0.21732 -1.31399 1.36515 0.006
N 1.13832 -1.08282 -0.72109 -0.006
N -1.11348 -4.94546 0.90114 0.140
C 1.66365 -2.09106 0.08938 -0.417
C -2.47162 0.00970 -2.92341 -0.130
C 0.98503 3.50558 -1.79561 0.012
C -3.77707 -0.29347 0.50438 -0.031
C -0.50063 -1.77615 3.68975 0.000
C 0.67557 -2.50750 3.71720 0.003
C 1.73797 2.34004 -1.83784 0.053
C -0.76105 -4.41365 -0.24548 -0.693
C 0.41063 -6.73588 0.50022 0.067
C 1.94484 -0.12225 -1.31916 -0.404
C -0.57253 -6.11385 1.27867 -0.256
C 1.39246 -2.65342 2.53577 0.041
C -0.77985 2.24967 -0.78590 -0.078
C -0.56153 -1.23075 -3.73409 -0.034
C 0.91348 -2.04625 1.39560 -0.183
C -0.29886 3.45312 -1.26864 -0.002
C 0.82155 -6.13758 -0.66575 -0.221
C -3.42869 -0.45099 -1.84911 -0.168
C 1.88648 -6.67869 -1.54905 0.023
C -0.91152 -1.20052 2.49991 -0.062
C 1.18422 1.17841 -1.34194 -0.151
C -1.05186 -6.71296 2.54997 0.002
H -0.92455 4.33332 -1.23104 0.127
H -4.68786 0.26377 0.28580 0.113
H -2.41133 1.09983 -2.93865 0.142
H 2.32009 -3.20694 2.48317 0.138
H 2.74257 2.30905 -2.23738 0.141
H 2.80154 -6.09262 -1.43087 0.111
H 1.39485 4.43796 -2.15955 0.132
H -2.07945 -6.41601 2.74346 0.096
H -1.10692 -1.64336 4.57442 0.127
H -3.31878 0.12461 1.39546 0.083
H -0.52102 -0.59556 -4.61846 0.115
H -4.37363 0.08337 -1.96594 0.151
H -0.97138 -7.79796 2.52847 0.097
H -1.12769 -2.13838 -3.94754 0.099
H 1.59742 -6.63855 -2.59972 0.105
H 2.10839 -7.70724 -1.27967 0.101
H -1.82607 -0.62692 2.45740 0.105
H 0.45024 -1.48931 -3.43056 0.095
H 0.85236 -7.67268 0.80648 0.140
H 1.02918 -2.94594 4.64049 0.130
H -2.82884 -0.34155 -3.89092 0.150
H -0.43499 -6.35139 3.37754 0.103
H -4.02414 -1.34580 0.65857 0.111
H 0.47386 -4.51064 -1.86733 0.161
H -1.77323 2.17976 -0.36300 0.125
H -3.61444 -1.52598 -1.91114 0.112
```

Kohn-Sham gap (spin up / spin down) ... 7.61 / 8.31 eV
Total charge ... +2
LUMO level (spin up / spin down) ... -7.156 / -6.603 eV
Multiplicity ... 2
⟨S²⟩ ... 0.761

---

(4)
Density functional theory data (wB97M-V/def2-TZVPD) for the ion C2H3N2OS with charge +1 in a non-equilibrium geometry.

XYZ file:
```
9
Properties=species:S:1:pos:R:3:lowdin_charge:R:1
S 1.80228 0.12565 -0.01039 1.073
O -2.16328 0.13038 -0.00078 0.229
N -0.98407 -0.04414 -0.01455 -0.290
N -0.43262 -1.21806 0.00254 0.089
C 0.87052 -1.27280 0.00920 -0.413
C -0.10593 1.11010 -0.01342 -0.044
H -0.16562 1.70021 0.90309 0.124
H -0.14737 1.72348 -0.91038 0.121
H 1.32607 -2.25483 0.03469 0.111
```

Energy above the lowest of the compared OMol25 structures with the same formula, charge and spin ... 83.7 kcal per mole
Kohn-Sham gap (spin up / spin down) ... 8.55 / 8.55 eV
Total charge ... +1
LUMO level (spin up / spin down) ... -7.404 / -7.405 eV
SMILES string ... O=[N+]1CSC=N1

---

(5)
Density functional theory data (wB97M-V/def2-TZVPD) for the ion C27H59NO6P with charge +1 in a non-equilibrium geometry.

XYZ file:
```
94
Properties=species:S:1:pos:R:3:lowdin_charge:R:1
P 2.41059 -1.07133 -0.66450 0.419
O 1.51171 -2.34279 -1.22507 -0.184
O 5.16791 -2.26312 1.09582 -0.187
O 4.48187 0.26206 0.50549 -0.190
O 3.72305 -1.15662 -1.55586 -0.146
O 1.65903 0.16502 -0.87703 -0.227
O 2.58055 -1.61753 0.78758 -0.053
N -1.49219 -1.40952 -1.08435 -0.358
C -1.35525 -0.02502 -1.57607 0.013
C -0.66418 5.13287 -0.14704 -0.216
C -2.82855 4.38876 -1.19538 -0.212
C 0.70887 4.74810 0.40348 -0.214
C -0.79918 -2.38002 -1.98066 -0.084
C 5.48720 -3.61910 1.33935 -0.053
C -2.92170 -1.77617 -1.06573 -0.005
C -5.96212 -2.53302 1.28725 -0.246
C -0.97190 -1.48282 0.29344 0.025
C -6.45295 -3.51428 2.34933 -0.271
C 0.63257 3.89205 1.66920 -0.219
C -1.50607 3.93442 -0.57931 -0.226
C -4.31592 2.43609 -0.49694 -0.225
C 3.17195 2.05484 1.40970 -0.174
C -5.25361 1.33354 -0.98438 -0.223
C -3.72556 3.23909 -1.65457 -0.217
C -7.08665 -1.63361 0.77711 -0.213
C 4.73884 -2.11168 -1.32554 -0.130
C 5.71947 -0.21455 0.03933 -0.139
C -6.64515 -0.68284 -0.33678 -0.216
C 5.64044 -1.73704 -0.13167 -0.277
C 3.17769 3.53145 1.79731 -0.208
C 0.66996 -2.10586 -2.32103 -0.203
C -5.33213 -4.41638 2.85179 -0.117
C -5.77296 0.46805 0.16202 -0.226
C 4.50215 1.65155 0.79050 -0.192
C 1.90274 3.96973 2.51745 -0.210
H 3.50525 -1.71761 1.09009 0.069
H -4.53251 -3.82593 3.29544 0.068
H 0.43604 2.85255 1.40326 0.099
H -0.85178 -3.36301 -1.50716 0.148
H -6.87144 -2.95530 3.18806 0.113
H 1.76953 3.35165 3.40845 0.111
H -0.32994 0.32157 -1.43671 0.081
H 0.81379 -1.08705 -2.68984 0.120
H -4.91651 -5.00406 2.03511 0.068
H 6.50556 0.02115 0.77179 0.143
H 2.38562 1.84379 0.68788 0.087
H -3.51321 1.99523 0.10139 0.091
H 4.29723 -3.10143 -1.16771 0.129
H -6.10064 1.78648 -1.50134 0.122
H 4.68082 2.21562 -0.13580 0.141
H -6.10721 -1.25198 -1.10106 0.103
H -1.21061 5.69566 0.61320 0.118
H -3.04664 -2.80298 -0.72629 0.116
H -2.61056 5.02472 -2.05573 0.115
H 5.00507 -4.29117 0.62345 0.093
H 0.07209 -1.18044 0.32408 0.074
H -1.05404 -2.49848 0.67474 0.125
H -3.35052 -1.68115 -2.06191 0.118
H 2.03538 5.00147 2.85057 0.113
H 2.99772 1.43706 2.29238 0.129
H -1.69940 3.30593 0.29080 0.098
H 5.98272 0.24825 -0.92278 0.147
H -7.53148 -0.25991 -0.81234 0.116
H -4.73268 0.70581 -1.71440 0.099
H -2.01755 0.63059 -1.01402 0.095
H -1.54468 -0.81474 0.93380 0.123
H 6.65134 -2.12298 -0.32665 0.161
H -3.15553 2.57830 -2.31425 0.102
H -5.70680 -5.10218 3.60654 0.070
H 4.02571 3.71732 2.46114 0.116
H -4.54940 3.65147 -2.24024 0.116
H 5.32760 1.86336 1.48692 0.134
H 0.94396 -2.80530 -3.11950 0.142
H -1.35002 -2.41117 -2.92329 0.145
H -4.92819 0.07748 0.73728 0.089
H -6.35767 1.08898 0.84216 0.124
H -7.25172 -4.12855 1.93001 0.111
H 3.32272 4.14060 0.90456 0.110
H -7.49176 -1.05299 1.60748 0.119
H 1.26777 4.21539 -0.36777 0.111
H -0.20023 4.24265 2.28386 0.115
H 5.33041 -2.12535 -2.24471 0.144
H -4.86899 3.11061 0.15831 0.124
H -5.16254 -1.92509 1.71763 0.102
H -0.94534 3.34333 -1.30842 0.116
H 5.12265 -3.83571 2.34090 0.103
H -3.37234 4.99622 -0.46939 0.118
H -1.62022 0.02690 -2.63022 0.126
H -5.54525 -3.09592 0.44642 0.107
H 1.24910 5.66901 0.63321 0.116
H -3.46968 -1.12061 -0.39152 0.088
H -0.52442 5.79335 -1.00583 0.114
H 6.56908 -3.77520 1.30356 0.101
H -7.88949 -2.26823 0.39742 0.115
```

Energy above the lowest of the compared OMol25 structures with the same formula, charge and spin ... 3.1 kcal per mole
Kohn-Sham gap ... 10.35 eV
Total charge ... +1
LUMO level ... -1.974 eV